This record from the Open Molecules 2025 dataset describes a structure of composition C47H59N5O3S2Sr. The level of theory is ωB97M-V/def2-TZVPD.

Calculated values
DFT total energy	-85797.11236	eV
lowest unoccupied orbital energy	0.15	eV
HOMO energy	-0.231	hartree

Each line ends with the Mulliken charge.
Element x y z (Å)
Sr  0.750  0.067  0.475  1.7380
C  3.711  1.246  -0.061  -0.5991
C  4.041  0.197  -0.953  0.3859
C  3.820  -1.029  -0.230  0.1115
C  3.452  -0.670  1.088  -0.1738
C  3.364  0.738  1.208  -0.8651
C  3.397  1.556  2.490  2.6973
C  4.814  1.547  3.080  -1.8320
C  2.983  3.008  2.232  -2.1059
C  2.437  0.961  3.512  -1.7478
C  3.951  -2.507  -0.625  2.8356
C  3.670  -3.411  0.585  -2.3920
C  5.362  -2.875  -1.106  -2.0213
C  2.909  -2.899  -1.680  -1.4041
C  4.799  0.525  -2.264  2.6930
C  4.536  -0.392  -3.465  -1.8047
C  4.517  1.964  -2.742  -1.9625
C  6.312  0.492  -1.960  -1.7081
H  3.783  2.295  -0.299  0.2073
H  3.308  -1.384  1.891  0.0298
H  5.529  1.917  2.342  0.3134
H  5.113  0.531  3.350  0.3402
H  4.876  2.178  3.976  0.4756
H  3.679  3.509  1.557  0.4083
H  2.960  3.574  3.169  0.4477
H  1.987  3.066  1.780  0.3206
H  2.631  -0.102  3.647  0.1527
H  1.393  1.082  3.184  -0.0263
H  2.515  1.451  4.489  0.5088
H  4.361  -3.210  1.407  0.3653
H  3.791  -4.457  0.289  0.5056
H  2.647  -3.284  0.954  0.2048
H  6.080  -2.747  -0.292  0.3637
H  5.701  -2.266  -1.939  0.2846
H  5.392  -3.922  -1.425  0.4633
H  1.914  -2.729  -1.271  -0.0387
H  2.990  -3.964  -1.932  0.5446
H  2.996  -2.322  -2.597  0.0534
H  3.496  -0.353  -3.800  0.0610
H  4.786  -1.433  -3.275  0.3107
H  5.159  -0.060  -4.302  0.5938
H  3.454  2.180  -2.813  0.1905
H  4.965  2.111  -3.731  0.4833
H  4.969  2.700  -2.076  0.3776
H  6.656  -0.500  -1.669  0.2530
H  6.535  1.172  -1.135  0.3065
H  6.890  0.808  -2.837  0.4832
C  -0.308  -1.850  -2.963  -0.7352
C  -0.663  -2.644  -1.753  0.0476
N  -0.378  -2.351  -0.506  1.2139
C  -0.871  -3.321  0.346  -0.8977
C  -1.486  -4.369  -0.262  -0.3273
S  -1.508  -4.122  -1.944  -0.3570
C  -0.758  -3.191  1.808  -0.1087
C  -1.227  -4.136  2.667  -0.6434
S  -0.967  -3.638  4.269  -0.2841
C  -0.248  -2.189  3.712  0.4428
N  -0.196  -2.075  2.408  0.6058
C  0.277  -1.217  4.717  -1.3048
H  -0.262  -0.793  -2.718  -0.2222
H  -1.049  -1.996  -3.751  0.5560
H  0.667  -2.153  -3.349  0.2810
H  -1.940  -5.235  0.195  0.4595
H  -1.702  -5.077  2.432  0.4387
H  -0.210  -1.364  5.681  0.6390
H  0.092  -0.198  4.394  -0.0626
H  1.350  -1.349  4.851  0.4031
C  -7.272  2.394  2.323  -0.9942
O  -6.095  2.491  1.536  -0.3953
C  -6.170  2.010  0.262  0.9740
C  -7.351  1.848  -0.437  -0.4645
C  -7.328  1.345  -1.735  -0.7263
C  -6.120  0.998  -2.313  -1.3367
C  -4.930  1.151  -1.609  0.0500
C  -4.938  1.674  -0.322  -0.0761
N  -3.800  1.835  0.473  -0.2357
C  -2.485  1.611  0.093  -0.7373
N  -2.183  2.149  -1.095  -0.1284
C  -1.106  1.934  -2.011  -0.1925
C  0.065  1.261  -1.696  -1.1586
C  0.993  1.210  -2.757  0.4744
C  0.783  1.760  -4.007  -1.0362
C  -0.417  2.417  -4.280  -0.8103
C  -1.360  2.501  -3.276  0.9508
O  -2.575  3.126  -3.422  -0.4320
C  -2.861  3.693  -4.685  -1.0883
N  -1.645  0.994  0.890  0.3810
C  -2.210  0.398  2.051  -0.4869
C  -1.906  0.898  3.308  -0.1936
C  -2.419  0.314  4.467  -1.1339
C  -3.244  -0.789  4.361  -1.0850
C  -3.565  -1.313  3.109  -0.2142
C  -3.052  -0.732  1.962  0.7686
O  -3.315  -1.176  0.712  0.5901
C  -4.308  -2.180  0.589  -1.3657
H  -6.999  2.720  3.322  0.2629
H  -7.630  1.362  2.355  0.4121
H  -8.067  3.044  1.950  0.3404
H  -8.295  2.112  0.022  0.3186
H  -8.255  1.224  -2.280  0.4031
H  -6.090  0.595  -3.317  0.4180
H  -3.993  0.859  -2.067  0.5489
H  -3.980  1.883  1.461  0.5957
H  -2.911  2.737  -1.470  0.3590
H  1.935  0.701  -2.578  0.4756
H  1.547  1.700  -4.778  0.5006
H  -0.596  2.855  -5.254  0.4113
H  -2.159  4.496  -4.924  0.3720
H  -3.866  4.100  -4.617  0.2708
H  -2.827  2.939  -5.476  0.3981
H  -1.269  1.775  3.363  0.6714
H  -2.175  0.729  5.437  0.4504
H  -3.651  -1.257  5.249  0.4337
H  -4.212  -2.179  3.040  0.5318
H  -4.399  -2.387  -0.474  0.1478
H  -5.270  -1.829  0.975  0.4181
H  -4.015  -3.096  1.110  0.3885

Forces on the atoms, in the same order (eV/Å):
Sr 0.3 -0.5 -0.2
C 0.0 -0.2 -0.1
C -0.2 0.1 -0.1
C 0.1 0.0 0.0
C -0.2 0.0 0.3
C 0.5 0.1 -0.1
C -0.2 0.1 -0.1
C 0.0 0.0 0.0
C 0.0 0.1 0.0
C -0.1 0.0 0.0
C 0.0 0.1 0.0
C 0.0 -0.1 0.0
C 0.1 0.0 0.0
C 0.0 -0.1 0.0
C 0.0 0.0 0.1
C -0.1 0.0 -0.1
C 0.0 0.0 0.1
C 0.0 0.0 0.0
H 0.0 0.0 0.0
H 0.0 0.1 0.0
H 0.0 0.0 0.0
H 0.0 0.0 0.0
H 0.0 -0.1 -0.1
H 0.0 0.0 0.0
H 0.0 0.0 0.0
H 0.0 0.0 0.0
H 0.0 0.0 0.0
H 0.1 0.0 0.0
H 0.0 0.0 0.0
H 0.0 0.0 0.0
H 0.0 0.0 0.0
H 0.1 0.0 0.0
H 0.0 0.0 0.0
H 0.0 -0.1 0.1
H 0.0 0.0 0.0
H 0.0 0.0 0.0
H 0.0 0.1 0.0
H 0.1 0.1 -0.1
H 0.0 0.0 0.1
H -0.1 0.1 0.0
H 0.0 0.0 0.0
H -0.1 0.0 0.0
H 0.0 0.0 0.1
H 0.0 0.0 0.0
H 0.0 0.0 0.0
H 0.0 0.0 0.0
H -0.1 0.0 0.0
C 0.0 -0.1 0.0
C 0.0 0.1 0.2
N -0.3 0.0 -0.2
C 0.2 0.2 0.1
C -0.1 -0.1 0.0
S 0.0 -0.1 -0.1
C 0.1 0.1 -0.1
C 0.0 -0.1 0.0
S 0.0 -0.1 0.1
C 0.1 0.1 -0.2
N 0.0 -0.2 0.1
C 0.1 -0.1 0.0
H 0.0 0.0 0.0
H 0.0 0.0 0.0
H 0.0 0.0 0.0
H 0.0 0.1 -0.1
H 0.1 0.1 0.0
H 0.0 0.0 0.0
H 0.1 -0.1 0.0
H 0.0 -0.1 0.0
C 0.1 0.1 0.0
O -0.1 0.0 0.2
C 0.0 0.0 -0.1
C -0.1 -0.1 0.0
C 0.0 0.0 -0.1
C 0.0 0.0 0.0
C 0.0 0.0 0.0
C 0.0 -0.1 -0.1
N 0.0 0.1 0.0
C 0.2 -0.2 0.3
N 0.1 -0.1 0.0
C 0.0 0.0 0.1
C -0.2 0.3 -0.2
C 0.1 0.0 0.0
C 0.0 0.0 0.0
C 0.1 0.0 -0.1
C 0.1 0.0 0.0
O -0.2 0.1 -0.1
C 0.0 0.0 0.0
N -0.4 0.1 0.0
C 0.0 0.2 -0.1
C -0.1 0.1 0.0
C -0.2 0.0 -0.1
C 0.0 0.1 0.0
C 0.0 0.0 0.1
C 0.0 0.2 0.2
O -0.1 -0.2 -0.2
C 0.1 0.0 -0.1
H 0.0 0.0 0.0
H 0.0 0.0 0.0
H 0.0 0.0 0.0
H 0.0 0.0 0.0
H 0.0 0.0 0.0
H 0.0 0.0 0.0
H -0.1 0.0 0.0
H 0.0 0.0 0.2
H 0.0 0.0 0.0
H 0.0 0.0 0.0
H -0.1 0.0 0.1
H 0.0 0.0 0.1
H 0.0 0.0 0.0
H 0.0 0.0 0.0
H 0.0 0.0 0.0
H 0.0 0.0 0.0
H 0.0 0.0 0.0
H 0.0 0.0 0.0
H 0.1 0.1 0.1
H 0.0 0.0 0.0
H 0.0 0.0 0.0
H 0.0 0.0 0.0



This record from the Open Molecules 2025 dataset describes a structure of composition C3H6F2N2 at a distorted geometry. The level of theory is ωB97M-V/def2-TZVPD.

Calculated values
DFT total energy	-11619.71775	eV
lowest unoccupied orbital energy (alpha / beta)	0.50 / 0.44	eV
HOMO energy (alpha / beta)	-0.276 / -0.275	hartree

Each line ends with the Mulliken charge.
Element x y z (Å)
C  1.262  0.483  -0.640  -0.6304
C  1.376  0.029  0.748  0.3691
C  -0.588  -0.685  -0.238  0.0755
N  0.069  0.102  -1.086  0.1344
N  0.449  -1.063  0.732  -0.3470
F  1.122  0.896  1.826  -0.3242
F  -1.348  -1.709  -0.629  -0.2640
H  -3.553  1.091  -0.323  0.3042
H  1.726  1.383  -1.023  0.3091
H  2.445  -0.203  1.122  0.1748
H  -2.778  0.796  -0.226  -0.2771
H  -0.418  0.295  -1.941  0.2157
H  0.236  -1.416  1.678  0.2600

Forces on the atoms, in the same order (eV/Å):
C 1.1 1.8 0.2
C 3.0 -2.2 0.4
C 2.0 -1.3 2.7
N -2.1 -0.9 -0.4
N -1.0 0.9 0.0
F -1.4 1.4 0.3
F -0.3 0.2 -0.6
H 2.3 -0.9 0.3
H 0.0 -0.2 0.0
H -1.4 -0.4 -1.2
H -2.3 0.9 -0.3
H 0.5 0.4 -0.5
H -0.3 0.3 -1.0



This record from the Open Molecules 2025 dataset describes a structure of composition C39H37N5O3P2Ti at a distorted geometry. The level of theory is ωB97M-V/def2-TZVPD.

Calculated values
DFT total energy	-96319.03259	eV
lowest unoccupied orbital energy	-7.16	eV
total charge	+2
HOMO energy	-0.465	hartree

Each line ends with the Mulliken charge.
Element x y z (Å)
Ti  -1.446  -0.100  -1.268  -0.5895
C  1.788  -0.578  0.291  -2.4087
N  1.598  0.219  1.465  1.7232
C  0.328  0.854  1.676  -2.4548
P  -1.092  -0.280  1.308  2.3819
C  -0.704  -1.812  2.156  0.5991
C  -0.098  -1.740  3.413  -0.6758
C  0.196  -2.903  4.104  -0.8495
C  -0.120  -4.139  3.553  -0.6441
C  -0.731  -4.217  2.310  -0.7137
C  -1.020  -3.055  1.608  -0.3947
C  -2.480  0.471  2.189  0.6153
C  -3.385  -0.346  2.862  -0.4047
C  -4.486  0.215  3.498  -0.7817
C  -4.681  1.589  3.467  -0.6258
C  -3.773  2.409  2.806  -0.7939
C  -2.678  1.854  2.161  -0.3921
C  2.561  0.183  2.507  0.2423
C  3.342  -0.950  2.709  -0.0785
C  4.295  -0.962  3.721  -0.9292
C  4.457  0.137  4.550  -0.5359
C  3.667  1.261  4.353  -0.8661
C  2.731  1.294  3.328  -0.3595
P  1.111  0.235  -1.221  1.8424
C  1.978  -0.595  -2.565  0.8697
C  2.349  0.133  -3.693  -0.6348
C  2.988  -0.510  -4.746  -0.7401
C  3.254  -1.870  -4.676  -0.6459
C  2.891  -2.597  -3.548  -0.8013
C  2.248  -1.965  -2.496  -0.5591
C  1.660  1.939  -1.178  0.3952
C  2.936  2.203  -0.673  -0.7693
C  3.398  3.507  -0.627  -0.8092
C  2.596  4.545  -1.088  -0.6554
C  1.332  4.285  -1.599  -0.6743
C  0.858  2.980  -1.641  -0.2548
H  1.317  -1.572  0.345  0.3666
H  2.852  -0.743  0.117  1.2364
H  0.184  1.755  1.066  0.2170
H  0.226  1.160  2.716  1.1503
H  0.149  -0.784  3.860  0.4324
H  0.673  -2.845  5.074  0.5099
H  0.110  -5.045  4.098  0.4417
H  -0.982  -5.181  1.887  0.4624
H  -1.487  -3.125  0.637  0.2161
H  -3.227  -1.417  2.910  0.4530
H  -5.182  -0.423  4.027  0.4712
H  -5.534  2.025  3.971  0.4324
H  -3.915  3.482  2.798  0.4904
H  -1.983  2.506  1.647  0.3191
H  3.196  -1.834  2.099  0.4457
H  4.900  -1.848  3.869  0.4340
H  5.195  0.121  5.340  0.4312
H  3.792  2.130  4.986  0.4335
H  2.155  2.196  3.156  0.4974
H  2.163  1.199  -3.746  0.4890
H  3.291  0.057  -5.616  0.4885
H  3.752  -2.367  -5.497  0.4401
H  3.109  -3.656  -3.490  0.4713
H  1.976  -2.543  -1.620  0.3142
H  3.571  1.401  -0.315  0.3779
H  4.384  3.713  -0.233  0.4941
H  2.962  5.563  -1.049  0.4338
H  0.713  5.094  -1.964  0.5153
H  -0.133  2.797  -2.038  0.2569
N  -3.577  -0.743  -1.017  -0.3351
C  -4.493  0.380  -0.611  0.1473
C  -4.369  1.576  -1.542  -0.8583
C  -2.987  2.156  -1.688  0.3181
O  -2.650  3.011  -2.424  -0.5115
O  -2.029  1.504  -0.852  0.0065
H  -3.910  -1.143  -1.895  0.4004
H  -3.651  -1.496  -0.334  0.3067
H  -4.224  0.658  0.404  -0.3769
H  -5.521  0.024  -0.601  0.5579
H  -5.019  2.379  -1.189  0.4816
H  -4.702  1.346  -2.557  0.3546
N  -1.142  -0.074  -5.402  -0.2955
C  -1.134  -0.664  -4.229  0.6794
O  -1.513  0.053  -3.181  -0.3262
C  -0.761  -2.007  -4.020  -0.0179
C  -0.845  -2.292  -2.663  0.6537
N  -1.037  -2.145  -1.524  -0.2106
C  -0.295  -2.857  -5.057  -0.4195
N  0.039  -3.491  -5.956  -0.4178
H  -1.402  0.897  -5.477  0.2687
H  -0.874  -0.580  -6.235  0.2455

Forces on the atoms, in the same order (eV/Å):
Ti -0.1 0.0 0.0
C 0.0 0.0 0.0
N 0.1 0.1 0.1
C 0.0 0.0 0.0
P 0.1 0.0 0.0
C 0.0 -0.1 0.1
C 0.0 -0.1 0.0
C 0.0 0.0 0.0
C 0.0 0.0 0.0
C 0.0 0.1 0.0
C 0.0 -0.1 0.0
C 0.0 0.0 0.0
C -0.1 0.0 0.0
C 0.0 0.0 0.0
C 0.0 0.0 0.0
C 0.0 -0.1 0.0
C 0.0 0.0 0.1
C -0.1 0.0 -0.1
C 0.1 -0.1 0.1
C 0.0 0.0 0.0
C 0.0 0.0 0.0
C 0.0 0.0 0.0
C 0.0 0.1 0.1
P 0.0 -0.1 0.2
C -0.1 -0.1 -0.1
C 0.0 -0.1 -0.1
C 0.0 0.0 0.0
C 0.0 0.0 0.0
C 0.0 0.0 0.0
C 0.1 0.0 0.0
C 0.1 0.0 0.0
C 0.0 0.1 0.0
C 0.0 0.0 0.0
C 0.0 0.0 0.0
C 0.0 -0.1 0.0
C 0.0 0.1 -0.1
H 0.0 -0.1 0.0
H 0.0 0.0 0.0
H 0.0 0.0 0.0
H 0.1 0.0 0.0
H 0.0 0.0 0.0
H 0.0 0.0 0.0
H 0.0 0.0 0.0
H 0.0 0.0 0.0
H 0.0 0.0 0.0
H 0.0 0.0 0.0
H 0.0 0.0 0.0
H 0.0 0.0 0.0
H 0.0 0.0 0.0
H 0.0 0.0 0.0
H 0.0 0.0 0.0
H 0.0 0.0 0.0
H 0.0 0.0 0.0
H 0.0 0.0 0.0
H 0.0 0.0 0.0
H 0.0 0.0 0.0
H 0.0 0.0 0.0
H 0.0 0.0 0.0
H 0.0 0.0 0.0
H 0.0 0.0 0.0
H 0.0 0.0 0.0
H 0.0 0.0 0.0
H 0.0 0.0 0.0
H 0.0 0.0 0.0
H 0.0 0.0 0.0
N 0.0 0.2 0.1
C 0.2 -0.1 -0.1
C -0.1 -0.1 0.0
C 0.2 -0.3 0.5
O 0.1 0.3 -0.1
O -0.6 0.8 -0.7
H 0.1 0.0 0.0
H 0.0 0.0 0.0
H 0.0 0.0 0.0
H 0.0 0.0 0.0
H 0.0 0.0 0.0
H -0.1 0.0 0.0
N 0.1 0.0 -0.3
C -0.2 0.3 0.6
O 0.2 -0.2 -0.3
C 0.1 -0.2 0.1
C 0.0 0.1 -0.6
N 0.1 -0.8 0.1
C -0.1 0.0 0.1
N 0.1 0.1 0.0
H 0.0 0.0 0.0
H 0.0 0.0 0.0



This record from the Open Molecules 2025 dataset describes a structure of composition C11H24BrF4N3O3P2 at a distorted geometry. The level of theory is ωB97M-V/def2-TZVPD.

Calculated values
DFT total energy	-121894.43931	eV
lowest unoccupied orbital energy	-1.02	eV
HOMO energy	-0.186	hartree

Each line ends with the Mulliken charge.
Element x y z (Å)
C  1.043  4.001  1.769  -1.3650
C  -0.470  3.870  1.605  -0.6808
C  -0.882  3.057  0.376  -0.1523
F  -0.250  3.605  -0.714  -0.3061
C  -0.390  1.600  0.594  0.0094
O  0.835  1.436  -0.105  -0.3283
C  1.465  0.198  0.115  -0.9618
C  0.597  -0.846  0.815  -0.9354
N  -0.859  -0.840  0.421  0.8996
C  -1.229  -1.936  -0.528  -1.3143
C  -0.205  -2.268  -1.605  -0.0520
O  0.487  -3.475  -1.295  -0.4669
C  1.882  -3.398  -1.484  -0.4035
C  2.292  -3.260  -2.955  0.8332
F  3.390  -3.991  -3.187  -0.2773
F  1.351  -3.643  -3.803  -0.2571
F  2.643  -1.988  -3.224  -0.2669
P  -1.853  -1.308  1.994  -0.0032
N  -1.050  -2.556  2.771  -0.5057
O  -1.628  -0.051  2.970  -0.3931
C  -1.352  0.538  0.054  -0.6154
P  -1.621  0.840  -1.764  0.2938
N  -3.003  0.274  -2.267  -0.8625
H  1.399  3.249  2.512  0.2478
H  1.586  3.779  0.868  0.3496
H  1.343  5.035  2.054  0.3596
H  -0.880  4.870  1.434  0.4863
H  -0.968  3.461  2.490  0.4026
H  -1.971  3.076  0.248  0.5289
H  -0.216  1.520  1.670  0.4751
H  1.911  -0.151  -0.819  0.3699
H  2.315  0.376  0.786  0.3783
H  1.004  -1.854  0.774  0.6607
H  0.610  -0.580  1.874  0.6111
H  -2.234  -1.787  -0.916  0.5072
H  -1.298  -2.842  0.084  0.4262
H  0.491  -1.465  -1.841  0.1007
H  -0.768  -2.454  -2.524  0.4522
H  2.287  -2.544  -0.937  0.1218
H  2.304  -4.324  -1.102  0.4277
H  -1.123  -3.438  2.277  0.3071
H  -0.091  -2.360  3.051  0.3057
H  -1.730  -0.303  3.900  0.3590
H  -2.322  0.684  0.543  0.5560
H  -0.529  0.317  -2.481  0.0857
H  -1.572  2.223  -1.962  0.1595
H  -2.832  -0.399  -3.007  0.2715
Br  2.086  6.052  0.473  -0.8385

Forces on the atoms, in the same order (eV/Å):
C -0.5 -2.0 2.0
C -0.3 0.8 -0.6
C 0.8 0.0 1.2
F -0.5 -0.3 -0.4
C 0.4 0.1 -0.4
O -0.4 -0.2 -0.4
C 0.7 0.1 0.3
C -0.1 0.6 0.3
N 0.8 0.1 0.7
C 0.2 -0.7 0.5
C -0.4 -0.2 -0.8
O 0.2 0.3 0.4
C -0.5 -0.2 0.0
C 0.8 0.0 0.4
F 0.1 -0.2 0.0
F -0.3 0.1 -0.1
F -0.4 0.2 -0.2
P -2.7 -1.2 -0.3
N 0.8 1.0 -0.5
O 0.9 -0.1 -0.2
C 0.5 0.9 0.2
P -1.4 -0.3 -1.1
N 0.6 -0.4 0.2
H -0.1 0.2 0.1
H -0.1 0.0 -0.2
H -0.5 -1.4 0.4
H 0.0 0.0 0.1
H 0.0 0.0 0.0
H 0.0 0.0 -0.2
H -0.2 -0.3 0.0
H -0.3 0.0 -0.2
H 0.0 -0.1 0.0
H -0.1 0.0 -0.4
H 0.0 0.1 0.0
H 0.1 0.5 -0.1
H 0.1 -0.1 -0.1
H 0.0 0.1 0.2
H 0.0 0.1 0.0
H 0.3 0.0 -0.1
H 0.0 0.0 0.0
H -0.1 -0.2 0.2
H 0.0 -0.3 0.2
H 0.1 0.2 0.0
H -0.2 -0.1 -0.3
H 0.4 0.3 0.4
H 0.5 0.0 0.6
H -0.4 0.0 -0.1
Br 1.3 2.8 -2.0